1.
Entry from OMol25: a structure of composition C19H36CaN2O4 (ωB97M-V/def2-TZVPD).

Last column: Mulliken charge in e.
Cartesian coordinates (Å):
Ca1 0.323266 0.464409 -0.397575  1.7312
C1 2.986710 1.989628 0.845473  -0.5786
C2 2.597407 2.708921 -0.436693  -0.8193
O1 1.982377 1.848562 -1.402153  -0.1811
C3 2.822783 1.100354 -2.290735  -0.7825
C4 3.305300 -0.207944 -1.691165  -0.5888
O2 2.180474 -0.891048 -1.126198  -0.3103
C5 2.534771 -1.983868 -0.269016  -0.9728
C6 1.309739 -2.392911 0.530562  -0.7339
O3 0.632450 -1.282894 1.128472  0.7589
C7 1.079835 -0.787094 2.393193  -0.7573
C8 2.215356 0.215163 2.275837  -0.9119
O4 1.881250 1.187391 1.277326  -0.2818
H1 3.235940 2.730532 1.609446  0.4875
H2 3.857888 1.346536 0.698670  0.3336
H3 3.476165 3.189247 -0.872094  0.4620
H4 1.858918 3.483563 -0.229497  0.2766
H5 3.675721 1.708594 -2.598540  0.4772
H6 2.209095 0.910685 -3.172127  0.2526
H7 4.052117 -0.043201 -0.910554  0.3133
H8 3.762694 -0.815867 -2.476115  0.4996
H9 3.356641 -1.673544 0.381180  0.3353
H10 2.875102 -2.835131 -0.864380  0.5530
H11 1.592322 -3.111671 1.303144  0.4211
H12 0.565731 -2.862163 -0.113630  0.3153
H13 1.389807 -1.620081 3.028717  0.4711
H14 0.200057 -0.327876 2.845225  0.2345
H15 3.151208 -0.273156 1.991882  0.3247
H16 2.365959 0.704243 3.241742  0.5787
C9 -1.342437 -3.549046 3.259292  -1.7338
C10 -1.962046 -2.701190 2.184564  0.6441
C11 -2.421886 -1.416170 2.463947  -0.1502
C12 -3.038697 -0.649185 1.484361  -0.9556
C13 -3.212207 -1.159535 0.202786  -0.7514
C14 -2.760054 -2.441834 -0.087325  -0.9515
C15 -2.137144 -3.199630 0.895024  -0.3300
H17 -2.097387 -4.179231 3.732532  0.4219
H18 -0.896068 -2.940035 4.046061  0.3634
H19 -0.579630 -4.216994 2.856814  0.3541
H20 -2.337535 -1.028908 3.473595  0.5307
H21 -3.447716 0.321873 1.740924  0.7356
H22 -3.757327 -0.590352 -0.540687  0.7806
H23 -2.943285 -2.878534 -1.062795  0.6135
H24 -1.821553 -4.212055 0.668603  0.5196
N1 -1.089681 -0.250816 -2.377173  -0.5280
C16 -1.955787 0.806669 -2.976437  -0.6148
C17 -1.402609 2.216678 -2.736378  -0.0109
C18 -2.206836 3.075842 -1.755497  -1.0913
C19 -2.498633 2.489015 -0.385471  -0.3579
N2 -1.267384 2.261516 0.418741  -0.5829
H25 -0.446957 -0.580812 -3.093434  0.2826
H26 -1.657556 -1.062197 -2.147991  0.0373
H27 -2.949961 0.711665 -2.538985  0.2969
H28 -2.072778 0.620001 -4.043462  0.4139
H29 -1.383560 2.757993 -3.683175  0.4096
H30 -0.346558 2.155600 -2.442512  -0.0301
H31 -3.172734 3.302660 -2.213315  0.3684
H32 -1.711095 4.044006 -1.637690  0.4437
H33 -3.007160 1.528228 -0.471502  -0.0229
H34 -3.178261 3.159962 0.143527  0.5090
H35 -1.558382 1.964271 1.348433  0.2317
H36 -0.816178 3.161164 0.574228  0.2464

Force components x, y, z for each atom (eV/Å):
-0.7710 0.1574 -0.2271
0.0198 0.0334 0.0112
0.1294 0.0382 0.0547
-0.0934 -0.2113 0.1420
0.0876 0.0212 -0.0293
0.0345 -0.0068 -0.0378
-0.0959 0.0888 0.0902
0.0271 -0.0703 0.0014
0.0615 -0.0741 0.0870
0.1405 0.2548 -0.1959
0.0849 -0.0926 0.0926
0.0973 0.0044 0.0525
-0.1064 -0.0857 -0.1108
0.0291 -0.0066 -0.0052
0.0010 0.0077 0.0090
-0.0017 0.0271 0.0394
-0.0019 -0.0086 0.0093
0.0100 -0.0331 -0.0208
0.0061 -0.0074 0.0014
0.0052 -0.0104 -0.0103
0.0170 0.0056 0.0103
0.0018 -0.0070 -0.0097
0.0181 0.0021 0.0149
0.0210 -0.0380 -0.0450
0.0089 -0.0028 -0.0103
0.0032 0.0395 0.0405
0.0035 0.0161 -0.0045
0.0044 0.0103 0.0259
0.0147 -0.0210 0.0041
0.0281 -0.0179 0.0271
-0.0084 0.0123 -0.0176
-0.0029 -0.0110 0.0084
-0.0087 0.0244 -0.0092
0.0382 -0.0019 0.0149
-0.0069 -0.0048 0.0084
-0.0183 -0.0090 0.0045
-0.0045 0.0010 -0.0020
-0.0097 0.0004 -0.0008
-0.0064 0.0002 -0.0065
0.0077 -0.0006 0.0016
-0.0003 0.0003 0.0025
-0.0159 -0.0252 -0.0146
0.0051 0.0008 -0.0035
0.0071 0.0007 0.0039
0.1428 0.0311 0.0950
-0.0109 -0.0220 -0.0018
0.0037 0.0547 -0.0758
-0.0507 0.0386 -0.0090
0.0004 0.0020 0.0190
0.1359 -0.0854 -0.0277
-0.0096 -0.0010 -0.0049
-0.0055 0.0072 0.0108
0.0106 -0.0039 0.0108
-0.0164 0.0170 0.0056
0.0346 -0.0059 0.0010
-0.0172 -0.0038 0.0378
-0.0003 -0.0127 0.0028
0.0117 -0.0057 0.0026
0.0100 0.0073 -0.0240
0.0008 -0.0084 -0.0008
0.0128 -0.0088 -0.0054
-0.0129 -0.0008 -0.0331

Properties
Energy relative to the best compared isomer or geometry (same formula, charge and spin), kcal per mole: 0.00
Total charge: +2

2.
Entry from OMol25: a cluster of 2 separate species, C19H36FN3O4PS in total in a non-equilibrium geometry (ωB97M-V/def2-TZVPD).

Last column: Mulliken charge in e.
Cartesian coordinates (Å):
C1 4.157615 0.339547 0.747643  -1.0147
C2 3.869406 0.699892 -0.758110  -0.2606
C3 2.373852 0.508005 -1.230329  -0.9704
N1 1.332811 0.584075 -0.205151  0.0583
N2 0.873747 1.855736 0.080950  1.0521
N3 1.617316 2.871042 -0.241205  -1.0415
C4 1.149887 4.105692 0.042982  -0.3047
P1 2.196418 5.589041 -0.485372  0.7982
O1 3.367240 5.054471 -1.545246  -0.4660
O2 2.951059 6.292976 0.814218  -0.4844
S1 1.042339 6.804140 -1.443815  -0.3226
C5 -0.139688 4.385375 0.744360  -0.2203
C6 -0.927124 3.172034 1.119591  0.4679
C7 -2.260666 3.409040 1.887092  -0.9253
C8 -3.283955 4.318035 1.089071  0.5614
O3 -4.222484 3.900704 0.525917  -0.3595
F1 -2.996091 5.679868 1.146350  -0.2442
C9 -0.362015 1.865435 0.727177  0.8393
C10 -1.158205 0.559806 1.047059  -1.2195
O4 -1.369968 -0.323092 -0.066693  -0.0940
C11 -1.712550 0.368806 -1.276706  -0.4266
C12 -2.990587 1.297199 -1.160444  0.7644
C13 -4.329342 0.454637 -1.013566  -1.1952
H1 3.936708 -0.755038 0.918458  0.2602
H2 3.387685 0.892880 1.374668  0.1633
H3 5.156952 0.657915 1.128506  0.3594
H4 4.593241 0.110709 -1.389253  0.4007
H5 4.137308 1.784692 -0.899032  0.2016
H6 2.316275 -0.536917 -1.666303  0.4513
H7 2.179258 1.177639 -2.117545  0.3359
H8 1.499051 0.030181 0.634560  0.3059
H9 2.881712 4.581359 -2.252748  0.3443
H10 2.598519 5.869248 1.625823  0.3688
H11 -0.486941 5.423304 0.971079  0.4334
H12 -2.761029 2.493307 2.279522  0.2842
H13 -1.989226 4.026251 2.798741  0.4918
H14 -2.148792 0.732749 1.537251  -0.1913
H15 -0.537249 -0.020169 1.799825  0.5408
H16 -0.834069 0.897598 -1.764398  0.0982
H17 -2.002097 -0.434065 -2.019438  0.4732
H18 -2.893315 2.111253 -0.399862  -0.8284
H19 -3.062979 1.818309 -2.164131  0.4915
H20 -4.690228 0.178409 -2.041475  0.3505
H21 -4.165832 -0.477153 -0.412893  0.2672
H22 -5.094141 1.130997 -0.549451  0.3452
C14 0.897402 -6.573207 -1.248899  -1.1750
C15 -0.002807 -6.365452 -0.036783  -0.3911
C16 -1.062502 -5.283513 -0.248953  -0.9319
C17 -0.515279 -3.877110 -0.505469  -0.3499
C18 0.399889 -3.323914 0.586190  0.6358
C19 -0.296288 -3.167911 1.929904  -1.2061
H23 1.470843 -5.674931 -1.486527  0.2707
H24 1.610504 -7.377394 -1.055489  0.3838
H25 0.308807 -6.849782 -2.127035  0.2938
H26 0.609871 -6.133856 0.839931  0.2196
H27 -0.510839 -7.308243 0.185367  0.3954
H28 -1.725548 -5.264999 0.621759  0.3234
H29 -1.693310 -5.566917 -1.098179  0.4110
H30 -1.363874 -3.195835 -0.634877  -0.0034
H31 0.025832 -3.864484 -1.456990  0.4609
H32 0.765322 -2.340171 0.267188  -0.6877
H33 1.284723 -3.956643 0.702234  0.4834
H34 -1.159122 -2.501024 1.842294  0.1248
H35 0.392314 -2.734439 2.661161  0.3665
H36 -0.635764 -4.126102 2.325495  0.4359

Force components x, y, z for each atom (eV/Å):
-1.7108 0.0464 -0.0310
0.9130 0.9317 0.4506
1.5618 -1.4456 -1.1388
0.4613 0.4842 -1.1344
-2.2749 -1.2421 1.8465
-0.6790 1.7438 0.4611
-1.3805 0.3242 1.4249
0.3484 1.6054 -1.8316
-1.3185 -0.3756 2.1576
-1.0566 -2.2638 -1.1535
0.0617 -0.5698 0.7014
0.7772 -3.6094 -0.4630
2.2267 1.4906 -1.2586
0.5766 1.2207 0.5993
0.7695 -0.2407 0.5809
-0.0705 0.3962 -0.0757
-0.0152 -1.8102 0.0440
-1.1139 2.3732 0.4147
0.8056 -1.1263 -0.1078
0.4524 1.3213 0.3165
-1.2228 0.0561 -1.2433
0.1483 -0.5108 -1.1046
0.4929 0.7267 -0.0633
0.6413 1.0301 -0.0302
0.9573 -0.4789 -0.4377
-0.7607 -0.5102 -0.5888
-1.0503 0.5333 0.3547
-0.1793 -1.0123 0.1072
-0.2737 1.0512 0.6849
-0.1658 -0.5209 1.2550
-0.1133 0.2610 -0.1765
0.4081 0.4301 0.1776
0.5230 0.4170 -0.2474
0.4128 -1.0535 -0.3509
0.2931 0.8038 -0.7645
-0.1786 -0.7276 -0.9173
0.9819 0.4827 -0.4516
-0.6845 0.4892 -0.7789
-0.7341 -0.4007 0.8976
0.4622 0.6782 0.9431
-0.0915 -0.8756 -0.5345
0.2080 -0.3423 1.1487
0.3360 0.1202 1.0702
-0.2729 0.8915 -0.4133
0.5225 -0.8971 -0.3203
0.0828 -0.0864 0.1092
-0.0672 -0.0028 -0.1158
-0.0182 -0.0230 0.1369
0.0335 0.0275 -0.1691
-0.0774 0.0027 -0.0441
0.1732 0.1254 0.1152
-0.0089 -0.0199 -0.0390
-0.0145 0.0461 -0.0826
0.0413 0.0487 0.0069
-0.0403 0.0030 0.0077
0.0177 0.0604 0.0502
0.0012 0.0271 -0.0346
0.0329 0.0086 0.0306
0.0468 0.0214 0.0383
-0.0186 -0.0268 0.0158
0.0071 -0.0152 -0.0801
-0.0293 -0.0061 -0.0317
-0.0527 -0.0993 -0.0091
-0.0752 -0.0543 0.0722
-0.0278 0.0673 0.0038

Properties
Total charge: +1

Listing orbital gap for the structures above in their given order: 9.6; 7.0 eV.
Listing highest occupied orbital energy for the structures above in their given order: -14.408; -12.141 eV.